1.
{
  "formula": "C32H62Cl34IN2O2S",
  "method": "ωB97M-V/def2-TZVPD",
  "elements": ["C", "C", "C", "C", "C", "C", "C", "C", "C", "C", "C", "C", "C", "N", "S", "C", "O", "O", "C", "I", "N", "H", "H", "H", "H", "H", "H", "H", "H", "H", "H", "H", "H", "H", "H", "H", "H", "H", "H", "H", "H", "H", "H", "H", "H", "H", "H", "H", "H", "C", "Cl", "Cl", "H", "H", "C", "Cl", "Cl", "H", "H", "C", "Cl", "Cl", "H", "H", "C", "Cl", "Cl", "H", "H", "C", "Cl", "Cl", "H", "H", "C", "Cl", "Cl", "H", "H", "C", "Cl", "Cl", "H", "H", "C", "Cl", "Cl", "H", "H", "C", "Cl", "Cl", "H", "H", "C", "Cl", "Cl", "H", "H", "C", "Cl", "Cl", "H", "H", "C", "Cl", "Cl", "H", "H", "C", "Cl", "Cl", "H", "H", "C", "Cl", "Cl", "H", "H", "C", "Cl", "Cl", "H", "H", "C", "Cl", "Cl", "H", "H", "C", "Cl", "Cl", "H", "H"],
  "positions_angstrom": [[0.016, 2.544, 5.240], [-0.963, 1.393, 5.665], [-0.519, -0.063, 5.227], [0.536, -0.124, 4.056], [1.995, -0.334, 4.625], [3.006, -0.825, 3.524], [3.296, 0.282, 2.424], [2.902, -0.300, 1.017], [3.187, 0.837, -0.066], [3.176, 0.120, -1.478], [2.479, 0.992, -2.588], [0.989, 1.256, -2.242], [-0.169, 0.400, -2.205], [-1.212, 1.318, -1.861], [-2.806, 0.645, -1.783], [-4.006, 1.612, -0.815], [-2.660, -0.656, -1.093], [-3.315, 0.338, -3.135], [-0.717, 2.580, -1.696], [-1.820, 4.339, -1.222], [0.629, 2.582, -1.913], [-0.127, 2.702, 4.133], [1.089, 2.317, 5.418], [-0.317, 3.500, 5.710], [-0.986, 1.389, 6.800], [-2.019, 1.548, 5.343], [-1.409, -0.678, 4.940], [-0.042, -0.560, 6.109], [0.467, 0.713, 3.323], [0.314, -1.066, 3.476], [2.365, 0.584, 5.143], [1.914, -1.171, 5.371], [3.999, -1.086, 3.972], [2.533, -1.690, 2.996], [4.391, 0.518, 2.393], [2.713, 1.226, 2.581], [3.459, -1.220, 0.727], [1.794, -0.498, 1.020], [4.155, 1.357, 0.145], [2.383, 1.606, 0.045], [4.249, -0.028, -1.758], [2.630, -0.858, -1.443], [2.499, 0.388, -3.551], [2.973, 1.975, -2.784], [-0.213, -0.694, -2.419], [-4.282, 2.504, -1.437], [-3.489, 1.979, 0.099], [-4.915, 0.982, -0.589], [1.310, 3.335, -1.879], [-6.095, -1.638, 1.198], [-6.530, -2.715, 2.525], [-5.727, -0.009, 1.791], [-5.219, -2.035, 0.693], [-6.928, -1.580, 0.503], [3.943, 0.630, -6.748], [3.133, 2.200, -6.782], [4.506, 0.231, -5.118], [3.242, -0.132, -7.077], [4.799, 0.659, -7.415], [-4.182, -2.626, -4.165], [-4.142, -2.543, -5.932], [-5.816, -2.947, -3.570], [-3.525, -3.426, -3.835], [-3.842, -1.679, -3.762], [-3.334, 3.484, 8.311], [-2.988, 1.750, 8.330], [-2.671, 4.264, 6.869], [-4.411, 3.627, 8.321], [-2.893, 3.941, 9.192], [-2.025, -3.741, 4.983], [-0.911, -3.214, 6.248], [-3.669, -3.176, 5.299], [-1.691, -3.336, 4.031], [-2.027, -4.826, 4.942], [6.889, -2.985, -4.750], [7.185, -4.360, -5.818], [5.777, -3.412, -3.443], [7.832, -2.665, -4.318], [6.454, -2.176, -5.330], [4.707, 5.859, -7.892], [5.378, 4.449, -8.726], [5.040, 5.809, -6.153], [5.151, 6.756, -8.309], [3.635, 5.876, -8.040], [-7.211, 4.607, 10.277], [-6.854, 4.929, 8.575], [-5.799, 3.944, 11.113], [-7.502, 5.538, 10.759], [-8.025, 3.890, 10.338], [-0.492, -4.093, -5.210], [0.005, -4.136, -6.903], [-0.136, -2.514, -4.483], [-1.562, -4.274, -5.152], [0.041, -4.867, -4.663], [-5.270, 0.700, 12.801], [-4.955, -0.683, 11.745], [-6.387, 0.275, 14.103], [-4.332, 1.030, 13.237], [-5.707, 1.499, 12.210], [2.356, -6.562, -2.970], [3.480, -6.075, -1.702], [0.720, -5.981, -2.623], [2.684, -6.137, -3.916], [2.345, -7.651, -3.037], [0.439, 2.942, -9.149], [0.417, 4.306, -10.274], [0.091, 1.420, -9.976], [1.424, 2.874, -8.694], [-0.313, 3.105, -8.382], [3.723, -10.653, -2.383], [2.097, -11.343, -2.331], [3.792, -9.261, -3.472], [4.003, -10.332, -1.384], [4.417, -11.410, -2.735], [2.504, 8.707, -9.310], [3.181, 7.292, -10.128], [2.835, 8.670, -7.572], [2.948, 9.603, -9.733], [1.429, 8.719, -9.462], [6.256, 2.475, -2.791], [5.424, 4.034, -2.857], [6.792, 2.097, -1.150], [5.575, 1.700, -3.125], [7.122, 2.512, -3.445], [1.848, -12.017, -6.163], [3.290, -12.897, -6.683], [1.715, -10.457, -6.985], [0.970, -12.612, -6.395], [1.908, -11.848, -5.091], [-10.492, 7.349, 11.175], [-10.137, 7.663, 9.473], [-9.082, 6.685, 12.013], [-10.777, 8.281, 11.653], [-11.307, 6.635, 11.239]],
  "gap_ha": 0.2873,
  "spin_multiplicity": 1,
  "lumo_ev": -3.938,
  "largest_force_ev_per_a": 7.50,
  "total_charge": 1,
  "energy_ha": -17858.48414
}



2.
{
  "formula": "C21H31NO6",
  "method": "ωB97M-V/def2-TZVPD",
  "elements": ["C", "C", "O", "C", "O", "C", "C", "C", "N", "C", "O", "C", "C", "C", "O", "C", "C", "C", "O", "C", "C", "C", "O", "C", "C", "C", "C", "C", "H", "H", "H", "H", "H", "H", "H", "H", "H", "H", "H", "H", "H", "H", "H", "H", "H", "H", "H", "H", "H", "H", "H", "H", "H", "H", "H", "H", "H", "H", "H"],
  "positions_angstrom": [[-2.914, -1.365, -1.377], [-3.098, -1.636, 0.105], [-1.946, -2.316, 0.622], [-2.147, -3.209, 1.585], [-3.233, -3.562, 1.967], [-0.863, -3.753, 2.204], [0.437, -3.330, 1.510], [0.982, -2.029, 2.129], [-0.102, -1.197, 2.579], [-0.556, -0.070, 1.984], [-1.538, 0.523, 2.403], [0.228, 0.481, 0.835], [0.441, -0.227, -0.340], [1.108, 0.376, -1.396], [1.352, -0.221, -2.593], [1.043, -1.589, -2.752], [1.530, -2.011, -4.129], [1.579, 1.699, -1.283], [2.279, 2.171, -2.358], [2.000, 3.475, -2.841], [0.533, 3.659, -3.210], [1.358, 2.406, -0.090], [1.873, 3.670, -0.016], [1.477, 4.532, 1.033], [0.035, 5.009, 0.894], [0.668, 1.789, 0.949], [-0.844, -1.744, 3.703], [-0.852, -3.274, 3.664], [-3.817, -0.905, -1.769], [-2.080, -0.687, -1.537], [-2.732, -2.294, -1.914], [-3.978, -2.261, 0.290], [-3.199, -0.700, 0.663], [-0.961, -4.843, 2.190], [0.253, -3.200, 0.445], [1.185, -4.116, 1.626], [1.603, -2.268, 3.000], [1.598, -1.483, 1.415], [0.041, -1.221, -0.436], [1.544, -2.183, -1.974], [-0.042, -1.749, -2.671], [1.318, -3.063, -4.293], [2.600, -1.842, -4.209], [1.031, -1.421, -4.893], [2.307, 4.233, -2.113], [2.629, 3.560, -3.731], [-0.093, 3.593, -2.322], [0.388, 4.632, -3.671], [0.225, 2.884, -3.908], [1.640, 4.059, 2.009], [2.162, 5.380, 0.947], [-0.102, 5.499, -0.067], [-0.192, 5.718, 1.686], [-0.659, 4.175, 0.961], [0.472, 2.309, 1.872], [-0.400, -1.390, 4.642], [-1.860, -1.346, 3.641], [-1.738, -3.644, 4.178], [0.029, -3.682, 4.163]],
  "e_above_lowest_kcal_mol": 22.0,
  "gap_ha": 0.3249,
  "spin_multiplicity": 1,
  "smiles": "CCOC(=O)C1CCN(C(=O)c2cc(OCC)c(OCC)c(OCC)c2)CC1",
  "lumo_ev": 0.706,
  "largest_force_ev_per_a": 0.74,
  "total_charge": 0,
  "energy_ha": -1325.00550
}



3.
{
  "formula": "C31H47AsCl2N4O7SSi4Ti",
  "method": "ωB97M-V/def2-TZVPD",
  "elements": ["Ti", "C", "C", "C", "C", "C", "C", "N", "N", "Si", "C", "C", "C", "H", "H", "H", "H", "H", "H", "H", "H", "H", "H", "H", "H", "H", "H", "H", "Cl", "C", "C", "C", "C", "C", "Cl", "C", "S", "H", "H", "H", "O", "C", "O", "C", "C", "C", "C", "C", "C", "O", "N", "O", "O", "N", "O", "O", "H", "H", "C", "Si", "C", "C", "As", "Si", "C", "C", "C", "Si", "C", "C", "C", "H", "H", "H", "H", "H", "H", "H", "H", "H", "H", "H", "H", "H", "H", "H", "H", "H", "H", "H", "H", "H", "H", "H", "H", "H", "H", "H"],
  "positions_angstrom": [[0.284, 0.461, 0.213], [1.014, 2.073, 4.143], [1.201, 2.653, 2.774], [2.161, 3.615, 2.520], [2.299, 4.127, 1.233], [1.455, 3.697, 0.234], [0.470, 2.772, 0.579], [0.368, 2.244, 1.804], [-0.455, 2.186, -0.319], [-1.517, 3.399, -1.063], [-0.592, 4.316, -2.404], [-3.095, 2.639, -1.710], [-1.983, 4.626, 0.268], [0.633, 2.839, 4.820], [1.959, 1.714, 4.552], [0.297, 1.254, 4.128], [2.808, 3.947, 3.320], [3.081, 4.841, 1.015], [1.561, 4.020, -0.790], [-1.295, 4.684, -3.153], [0.145, 3.695, -2.912], [-0.071, 5.180, -1.989], [-3.345, 3.043, -2.689], [-3.912, 2.880, -1.031], [-3.052, 1.556, -1.806], [-1.166, 4.834, 0.957], [-2.830, 4.269, 0.853], [-2.266, 5.575, -0.191], [1.618, -2.286, -0.433], [3.084, -1.534, -1.023], [4.272, -2.195, -0.782], [5.456, -1.621, -1.222], [5.422, -0.409, -1.888], [4.211, 0.227, -2.108], [4.256, 1.761, -2.923], [2.993, -0.302, -1.673], [1.496, 0.592, -1.908], [4.265, -3.137, -0.255], [6.400, -2.112, -1.035], [6.331, 0.065, -2.227], [-0.558, -1.431, 3.666], [0.162, -1.030, 2.781], [-0.326, -0.648, 1.612], [1.652, -0.962, 2.941], [2.183, -1.604, 4.049], [3.545, -1.557, 4.273], [4.400, -0.859, 3.443], [3.862, -0.199, 2.361], [2.489, -0.248, 2.053], [2.029, 0.325, 0.985], [4.809, 0.577, 1.533], [4.379, 1.516, 0.903], [5.978, 0.264, 1.611], [4.111, -2.259, 5.435], [5.306, -2.173, 5.612], [3.344, -2.884, 6.133], [1.523, -2.133, 4.722], [5.464, -0.822, 3.632], [-0.809, -4.185, -2.259], [-1.693, -3.281, -0.891], [-3.502, -3.754, -1.112], [-1.002, -3.863, 0.742], [-1.548, -0.875, -1.019], [-1.686, -0.631, -3.398], [-3.231, -1.475, -4.003], [-0.155, -1.458, -4.087], [-1.668, 1.139, -3.963], [-3.459, -0.510, 0.425], [-3.200, 0.984, 1.515], [-3.574, -1.938, 1.610], [-5.042, -0.342, -0.564], [-1.042, -5.238, -2.073], [0.270, -4.069, -2.246], [-1.175, -3.941, -3.252], [-3.596, -4.330, -2.033], [-4.204, -2.926, -1.175], [-3.827, -4.391, -0.289], [-0.079, -4.416, 0.568], [-1.714, -4.532, 1.226], [-0.791, -3.062, 1.443], [-3.240, -2.537, -3.768], [-3.278, -1.374, -5.089], [-4.133, -1.029, -3.592], [0.455, -1.959, -3.341], [0.472, -0.689, -4.537], [-0.427, -2.183, -4.856], [-1.099, 1.777, -3.291], [-2.662, 1.555, -4.088], [-1.156, 1.156, -4.927], [-2.772, 0.653, 2.462], [-4.175, 1.435, 1.708], [-2.538, 1.745, 1.119], [-2.680, -2.001, 2.231], [-3.778, -2.910, 1.171], [-4.414, -1.685, 2.264], [-5.312, 0.704, -0.687], [-5.845, -0.839, -0.016], [-5.002, -0.787, -1.553]],
  "gap_ha": 0.2769,
  "spin_multiplicity": 1,
  "lumo_ev": -0.567,
  "largest_force_ev_per_a": 1.21,
  "total_charge": 0,
  "energy_ha": -7517.12937
}



4.
{
  "formula": "C9H27N9O6",
  "method": "ωB97M-V/def2-TZVPD",
  "elements": ["C", "C", "N", "O", "H", "H", "H", "H", "H", "C", "C", "N", "O", "H", "H", "H", "H", "H", "C", "C", "N", "O", "H", "H", "H", "H", "H", "N", "C", "N", "O", "H", "H", "H", "H", "N", "C", "N", "O", "H", "H", "H", "H", "N", "C", "N", "O", "H", "H", "H", "H"],
  "positions_angstrom": [[14.632, 8.796, 10.517], [14.617, 7.399, 11.133], [13.631, 7.064, 11.910], [15.486, 6.662, 10.809], [14.948, 9.707, 11.024], [13.584, 9.039, 10.346], [15.033, 8.744, 9.504], [13.687, 6.101, 12.207], [12.817, 7.614, 12.144], [7.317, 4.882, 11.872], [8.009, 4.640, 13.246], [7.336, 4.965, 14.294], [9.132, 4.170, 13.453], [6.341, 5.365, 11.827], [7.136, 3.894, 11.447], [7.993, 5.532, 11.317], [7.688, 4.862, 15.235], [6.439, 5.407, 14.153], [8.529, 7.588, 16.695], [8.998, 8.669, 15.785], [10.046, 8.491, 15.017], [8.446, 9.744, 15.753], [7.459, 7.593, 16.901], [9.081, 7.560, 17.634], [8.709, 6.582, 16.317], [10.368, 9.302, 14.508], [10.378, 7.537, 15.017], [7.716, 10.890, 10.398], [7.025, 10.070, 9.639], [5.829, 10.622, 9.477], [7.251, 8.885, 9.255], [8.540, 10.497, 10.830], [7.230, 11.683, 10.791], [5.162, 10.090, 8.937], [5.836, 11.632, 9.456], [11.206, 10.212, 6.374], [10.063, 10.348, 6.996], [9.508, 9.174, 7.272], [9.551, 11.401, 7.479], [11.434, 9.362, 5.878], [11.652, 11.076, 6.101], [8.564, 9.161, 7.632], [9.916, 8.317, 6.927], [9.250, 7.880, 11.640], [10.379, 8.457, 11.271], [10.223, 8.796, 9.978], [11.375, 8.500, 11.960], [8.516, 7.624, 10.995], [9.457, 7.356, 12.478], [11.067, 9.143, 9.546], [9.338, 8.710, 9.498]],
  "gap_ha": 0.3355,
  "spin_multiplicity": 1,
  "smiles": "CC(N)=O.CC(N)=O.CC(N)=O.NC(N)=O.NC(N)=O.NC(N)=O",
  "lumo_ev": 0.256,
  "largest_force_ev_per_a": 4.69,
  "total_charge": 0,
  "energy_ha": -1303.49684
}